Version A
A cluster of 2 separate species, C2H9N4 in total. Source: the OMol25 dataset; level of theory: wB97M-V/def2-TZVPD.

Properties
Spin multiplicity: 1
Gap between HOMO and LUMO (alpha / beta), eV: 8.57 / 8.57
Net charge: +1

CARTESIAN COORDINATES (ANGSTROEM)
N: -1.29907 0.09890 -0.33317
N: -0.06526 -0.72342 0.94862
N: 2.91744 0.00732 -0.58397
N: 1.14115 -0.36480 0.73430
C: 1.68397 -0.37161 -0.43080
C: -2.70221 -0.22473 -0.03902
H: -3.06573 0.14739 0.87278
H: -0.41169 -0.47726 1.94271
H: -1.08523 1.03809 -0.15087
H: -3.46754 0.22994 -0.76537
H: -2.83738 -1.32787 -0.11039
H: -0.15626 -1.74413 0.73377
H: 3.39220 -0.28722 -1.46703
H: 1.19929 -0.52061 -1.41718
H: 3.46725 0.42199 0.18122

=====

Version B
A cluster of 2 separate species, C2H9N4 in total. Source: the OMol25 dataset; level of theory: wB97M-V/def2-TZVPD.

Properties
Spin multiplicity: 1
Gap between HOMO and LUMO, eV: 11.18
Net charge: +1

CARTESIAN COORDINATES (ANGSTROEM)
N: 0.17761 -0.25001 0.67478
N: -0.72910 -2.02370 1.61481
N: 1.39089 -0.49190 1.39526
N: 0.25488 1.14562 -1.62445
C: -0.84643 -1.03913 0.79766
C: -0.42064 2.04432 -2.20807
H: 2.09297 -0.36785 0.69645
H: 1.60585 0.05771 2.20937
H: -1.88569 -0.82135 0.34897
H: -0.07082 2.43904 -3.20983
H: -1.49770 -2.68771 1.78229
H: -1.50065 2.20313 -1.84314
H: 1.18860 0.98530 -2.04162
H: 0.22480 0.25793 -0.30152
H: 0.05512 -1.95001 2.22503

=====

Version C
A cluster of 2 separate species, C2H9N4 in total. Source: the OMol25 dataset; level of theory: wB97M-V/def2-TZVPD.

Properties
Spin multiplicity: 1
Gap between HOMO and LUMO, eV: 10.07
Net charge: +1

CARTESIAN COORDINATES (ANGSTROEM)
N: 1.78656 -1.24253 -0.41440
N: -1.81598 -0.27652 1.15639
N: 1.58715 1.04932 -0.22278
N: -2.09166 0.69392 -0.90971
C: -1.37843 0.02378 -0.04229
C: 2.10603 -0.03714 0.18232
H: 1.91137 1.82023 0.35155
H: -2.92572 1.21131 -0.63718
H: 2.80996 -0.13452 1.00869
H: -1.68524 0.94634 -1.79792
H: 2.47857 -1.96068 -0.28445
H: -0.39778 -0.33748 -0.31142
H: 1.53725 -1.15301 -1.39909
H: -1.20221 -0.66739 1.85208
H: -2.71986 0.06438 1.46822

=====

Energies, relative to the best one, in kcal/mol: version A 105.9; version B 49.8; version C 0.0.

=====

Version A
The molecule C14H18N2O4. Source: the OMol25 dataset; level of theory: wB97M-V/def2-TZVPD.

Properties
Spin multiplicity: 1
Gap between HOMO and LUMO, eV: 9.00
Net charge: 0

CARTESIAN COORDINATES (ANGSTROEM)
O: -0.88691 2.25151 1.94478
O: -5.90658 -1.09132 0.41155
O: -0.32358 3.28234 0.05654
O: 0.95984 -2.09086 2.13012
N: 2.45258 -1.21743 -0.85470
N: 0.33315 -0.15128 1.25582
C: -3.64557 -1.71800 -0.10682
C: -1.98402 0.02593 -0.61619
C: 3.63657 -0.54327 -1.38044
C: -4.62633 -0.72420 0.07805
C: 1.18238 -1.21400 1.33597
C: 3.45133 -0.00776 0.97067
C: -0.57848 0.49361 -0.94786
C: -2.96220 1.01783 -0.41607
C: -2.34498 -1.31306 -0.39314
C: -0.34753 2.20385 0.88535
C: 3.87561 0.57374 -0.39817
C: 2.53167 -1.20595 0.60841
C: -4.26026 0.59609 -0.11194
C: 0.26802 0.93536 0.24938
H: -0.75530 1.29311 -1.67467
H: 2.90604 -2.18658 0.98947
H: -6.53091 -0.36989 0.37911
H: -0.44139 -0.29281 1.87244
H: 3.07243 0.83303 1.47201
H: -0.04727 -0.33102 -1.41684
H: -1.64335 -2.11450 -0.58280
H: -2.72408 2.01768 -0.34042
H: 4.90530 0.82548 -0.33552
H: 4.45318 -1.24697 -1.48856
H: 4.30691 -0.43237 1.57218
H: 3.48725 -0.12376 -2.41825
H: 3.31875 1.46534 -0.65302
H: -3.85673 -2.77959 0.03674
H: 2.40991 -2.19281 -1.20368
H: 0.01607 2.98654 -0.77585
H: -4.96791 1.42450 0.02153
H: 1.26636 1.12150 -0.15518

=====

Version B
The molecule C14H18N2O4. Source: the OMol25 dataset; level of theory: wB97M-V/def2-TZVPD.

Properties
Spin multiplicity: 1
Gap between HOMO and LUMO, eV: 8.99
Net charge: 0

CARTESIAN COORDINATES (ANGSTROEM)
O: 2.27997 1.16751 -2.03652
O: 4.21625 0.07835 -1.86450
O: -0.66560 -1.53110 0.24939
O: -5.47640 2.80943 0.47277
N: 0.93326 1.38162 0.14390
N: 1.14310 -1.40300 -0.90230
C: -1.82305 2.57843 1.17236
C: -0.44229 0.55445 2.03993
C: 0.37924 -0.97956 0.09358
C: 2.19192 -3.47032 -1.24698
C: -1.72344 1.17499 1.49875
C: -3.03029 3.05633 0.59035
C: -4.18357 2.20547 0.58170
C: 3.05574 0.23709 -1.67949
C: -2.86754 0.27086 1.28624
C: 0.90103 -2.77944 -1.49771
C: -4.16132 0.79140 0.95563
C: 2.50431 -0.94610 -0.88336
C: 3.24081 -2.30917 -1.54381
C: 0.71698 0.34779 0.97159
H: 4.19427 -2.57220 -1.06395
H: -0.43762 -0.46581 2.47674
H: 2.82992 -0.67107 0.16605
H: 0.06253 1.19218 2.69196
H: -3.37329 3.96588 0.30023
H: 2.12231 -3.73367 -0.23293
H: 1.37445 2.31334 0.45494
H: 0.09214 1.55434 -0.37203
H: -0.03343 -3.21615 -1.18590
H: -5.34054 3.64804 0.94137
H: -1.12166 3.31695 1.63434
H: -4.98221 0.14451 0.98036
H: 3.52445 -2.35863 -2.62560
H: 0.89652 -2.54674 -2.51446
H: 1.69762 1.35426 -1.22691
H: 1.63829 0.15572 1.48167
H: 2.53962 -4.51413 -1.80880
H: -2.87248 -0.80186 1.50141

=====

Energies, relative to the best one, in kcal/mol: version A 0.0; version B 74.6.

=====

Version A
The molecule C18H22N4O2. Source: the OMol25 dataset; level of theory: wB97M-V/def2-TZVPD.

Properties
Spin multiplicity: 1
Gap between HOMO and LUMO, eV: 8.77
Net charge: 0

CARTESIAN COORDINATES (ANGSTROEM)
O: 0.69726 -0.69930 -4.46812
O: 1.27177 1.85694 2.73750
N: -2.38888 -3.21730 2.96732
N: -0.96277 -1.79157 4.36327
N: 2.28465 0.81626 4.43595
N: -0.25303 0.48064 0.97410
C: -0.95077 -0.14982 -2.77962
C: -0.79118 2.00696 -1.62577
C: 0.71762 1.42498 -3.62170
C: 0.10554 -0.07039 3.33537
C: -2.94275 -3.04879 1.63598
C: -2.39907 -1.92954 1.07942
C: 1.65877 1.73802 -1.27399
C: 1.25905 0.86450 3.44584
C: 1.37745 0.22610 -0.98853
C: 1.62918 -0.46708 -2.34224
C: -1.41677 -1.36970 2.05234
C: -0.14046 -0.76424 4.45423
C: 0.58857 2.20998 -2.29989
C: -1.56132 -2.15225 3.18344
C: -0.49347 -0.32968 2.10600
C: -1.07482 0.50637 -1.36596
C: -0.02847 -0.06316 -0.39715
C: 0.44845 -0.02379 -3.33396
H: -2.11210 0.30390 -0.81146
H: 0.44268 -0.53692 5.35723
H: -2.98557 -3.66336 3.70507
H: 2.59087 1.87914 -1.74039
H: 1.44639 -1.54553 -2.16010
H: -1.20287 -1.18703 -2.62398
H: 3.10713 1.43719 4.22891
H: 1.80026 1.47650 -3.89047
H: 0.11455 1.85773 -4.41523
H: 2.11796 -0.12478 -0.28659
H: -0.99648 2.73729 -0.78569
H: -3.55105 -3.76350 1.13465
H: 2.70785 -0.29382 -2.75925
H: -1.54496 2.36178 -2.32612
H: 0.16902 1.35708 1.12360
H: -2.73764 -1.53267 0.11830
H: 0.77485 3.33706 -2.54574
H: 0.99086 -1.57827 -4.21436
H: 1.62503 2.32835 -0.39290
H: -1.64861 0.20984 -3.54794
H: 2.36656 0.00024 5.02461
H: -0.10933 -1.11436 -0.46599

=====

Version B
The molecule C18H22N4O2. Source: the OMol25 dataset; level of theory: wB97M-V/def2-TZVPD.

Properties
Spin multiplicity: 1
Gap between HOMO and LUMO, eV: 8.78
Net charge: 0

CARTESIAN COORDINATES (ANGSTROEM)
O: 1.14390 -2.71493 3.48979
O: -0.81678 3.46896 0.39412
N: -0.70449 0.78294 -0.55096
N: 0.70257 4.67023 -0.26617
N: 1.84994 0.15926 -4.49665
N: 1.86433 2.32082 -3.44060
C: 1.45374 1.05624 -3.58480
C: -0.11971 -1.50630 0.12290
C: 1.26023 3.07667 -2.55870
C: -1.26684 -2.34096 2.62811
C: -2.20162 -1.62569 1.60832
C: 0.57626 0.50746 -2.69395
C: 0.06167 1.26564 -1.56452
C: 0.77073 -2.19411 1.18980
C: 0.37809 2.64466 -1.55187
C: 0.30588 -0.37967 2.84260
C: -1.63045 -1.99299 0.19248
C: -0.60008 0.34915 1.76549
C: 0.35641 -0.89973 -3.18558
C: 0.01865 -0.00255 0.43281
C: -2.08485 -0.14499 1.90438
C: -0.03118 3.60336 -0.53328
C: 0.28622 -1.95362 2.57718
C: 1.14662 -1.01643 -4.29121
H: 1.68239 4.70944 -0.55791
H: 1.30122 0.06480 2.77982
H: -0.08456 -0.14424 3.77298
H: 1.99566 -2.24849 3.49407
H: -1.35297 -3.42662 2.31270
H: -2.21375 -1.52481 -0.66763
H: 1.05420 0.35652 0.44473
H: -0.38610 -1.66079 -2.90336
H: -2.29876 0.02756 2.99478
H: -1.69244 -2.34458 3.57309
H: 2.57456 0.40614 -5.13679
H: -0.58710 1.45837 2.09398
H: 0.67416 4.95409 0.68303
H: 0.78868 -3.17982 0.91115
H: -3.26228 -1.92974 1.67299
H: 1.09670 -1.86270 -4.98300
H: -1.59901 -3.08328 0.19396
H: -2.77270 0.32926 1.23907
H: 1.79800 -1.87810 1.02294
H: 0.30920 -1.82241 -0.85212
H: -1.33064 1.56147 -0.20631
H: 1.58630 4.10451 -2.31185

=====

Energies, relative to the best one, in kcal/mol: version A 0.0; version B 10.9.

=====

Version A
A cluster of 2 separate species, C2HF2NO3 in total. Source: the OMol25 dataset; level of theory: wB97M-V/def2-TZVPD.

Properties
Spin multiplicity: 1
Gap between HOMO and LUMO, eV: 9.12
Net charge: 0

CARTESIAN COORDINATES (ANGSTROEM)
F: -0.04007 -0.58183 -1.56263
F: -1.05541 -1.27541 0.78440
O: -2.18239 0.90536 0.07313
O: 1.83373 -1.43734 0.42486
O: -0.23945 1.80102 -0.30032
N: -0.94749 0.92022 0.02219
C: 1.21119 -0.44288 0.28281
C: -0.27415 -0.40975 0.27958
H: 1.69403 0.52061 -0.00402

=====

Version B
A cluster of 2 separate species, C2HF2NO3 in total. Source: the OMol25 dataset; level of theory: wB97M-V/def2-TZVPD.

Properties
Spin multiplicity: 1
Gap between HOMO and LUMO, eV: 9.80
Net charge: 0

CARTESIAN COORDINATES (ANGSTROEM)
F: -1.09578 -2.66969 -1.67044
F: -1.64018 -2.23586 0.42358
O: 1.66436 -3.39770 1.62428
O: 0.23022 -0.43333 -1.89152
O: -0.39437 0.19979 0.14439
N: -0.34768 -0.69274 -0.89684
C: -1.06812 -1.77365 -0.66201
C: 1.34663 -2.34341 1.27434
H: 0.03175 0.97769 -0.14041

=====

Energies, relative to the best one, in kcal/mol: version A 23.9; version B 0.0.

=====

Version A
The molecule C3H3ClS. Source: the OMol25 dataset; level of theory: wB97M-V/def2-TZVPD.

Properties
Spin multiplicity: 1
Gap between HOMO and LUMO, eV: 9.97
Net charge: 0

CARTESIAN COORDINATES (ANGSTROEM)
Cl: 0.98593 -0.34494 2.45392
S: -0.92190 0.97675 0.59858
C: 0.37879 0.58377 -2.09579
C: -0.06392 0.95370 -1.05100
C: -0.22106 -0.52577 1.22523
H: -0.99544 -1.01915 1.67588
H: 0.24403 -0.95639 0.25359
H: 0.59358 0.33202 -3.06042

=====

Version B
A structure of composition C3H3ClS. Source: the OMol25 dataset; level of theory: wB97M-V/def2-TZVPD.

Properties
Spin multiplicity: 1
Gap between HOMO and LUMO (alpha / beta), eV: 6.97 / 8.01
Net charge: 0

CARTESIAN COORDINATES (ANGSTROEM)
Cl: 1.43764 -2.07326 -1.83581
S: -1.86096 -2.06592 -2.58850
C: 0.61322 0.05835 0.19439
C: -1.17865 -1.14681 -1.39665
C: 0.18918 -1.19343 -1.22883
H: 1.59435 -0.26401 0.60431
H: -1.91360 -0.49617 -0.93483
H: -0.21571 0.16769 0.80203

=====

Energies, relative to the best one, in kcal/mol: version A 0.0; version B 54.6.

=====

Version A
The ion C4H7N2S with charge +1. Source: the OMol25 dataset; level of theory: wB97M-V/def2-TZVPD.

Properties
Spin multiplicity: 1
Gap between HOMO and LUMO (alpha / beta), eV: 7.32 / 6.08
Net charge: +1

CARTESIAN COORDINATES (ANGSTROEM)
S: -2.06429 0.26432 -0.77270
N: -0.68293 0.49489 -0.12151
N: 2.25351 0.12944 0.02026
C: 0.20605 1.42023 -0.01311
C: 1.61257 1.27968 0.05646
C: -2.67572 -1.22342 -0.01047
C: 2.00615 -1.04701 -0.34214
H: -0.00090 2.42089 -0.04104
H: -3.52123 -0.90570 0.66187
H: 2.07406 2.27313 0.17676
H: 2.48018 -1.96246 -0.04967
H: -1.86907 -1.55521 0.51289
H: 3.12620 0.46509 0.62576
H: -2.94458 -2.05387 -0.70335

=====

Version B
The ion C4H7N2S with charge +1. Source: the OMol25 dataset; level of theory: wB97M-V/def2-TZVPD.

Properties
Spin multiplicity: 1
Gap between HOMO and LUMO, eV: 8.77
Net charge: +1

CARTESIAN COORDINATES (ANGSTROEM)
S: -2.87348 1.71100 -0.26799
N: 0.60389 -0.51814 -0.14262
N: 2.43975 0.83122 0.13156
C: -0.56854 -0.54849 -0.05083
C: -2.88158 0.02085 0.08374
C: -1.85895 -0.83230 0.25299
C: 2.04725 -0.47155 -0.45057
H: 2.54698 -1.38041 -0.05259
H: -1.49979 2.10679 0.07068
H: 2.39024 0.65473 1.20471
H: -3.97618 -0.27857 -0.01559
H: 2.22068 -0.32482 -1.50517
H: 3.47329 0.82057 0.02099
H: -2.06356 -1.79089 0.72069

=====

Energies, relative to the best one, in kcal/mol: version A 84.6; version B 0.0.

=====

Version A
The ion C4H7N2S with charge +1. Source: the OMol25 dataset; level of theory: wB97M-V/def2-TZVPD.

Properties
Spin multiplicity: 1
Gap between HOMO and LUMO, eV: 8.84
Net charge: +1

CARTESIAN COORDINATES (ANGSTROEM)
S: 2.18732 0.71462 -0.41738
N: 0.44386 0.36959 -0.15471
N: -1.69398 1.52721 0.03454
C: -2.95599 -0.53580 -0.94332
C: -0.40424 1.32165 0.29400
C: -2.29922 0.40785 -0.45819
C: 3.05964 -0.73692 0.16642
H: 3.58377 -1.08349 -0.75970
H: -1.76076 2.46464 -0.31041
H: 0.00281 -0.56008 -0.55047
H: 2.45846 -1.66993 0.30234
H: -3.37146 -1.35037 -1.44762
H: 0.13150 2.28171 0.50248
H: 3.79040 -0.55949 0.97737

=====

Version B
The ion C4H7N2S with charge +1. Source: the OMol25 dataset; level of theory: wB97M-V/def2-TZVPD.

Properties
Spin multiplicity: 1
Gap between HOMO and LUMO, eV: 8.66
Net charge: +1

CARTESIAN COORDINATES (ANGSTROEM)
S: -3.16421 1.60158 1.12417
N: 1.10197 -0.08929 -0.54516
N: -0.90065 0.87246 0.55201
C: 0.49325 0.91038 0.40785
C: -1.72198 -0.22796 0.21727
C: -2.98185 0.00433 0.47588
C: -1.50535 1.98382 1.01478
H: 2.04702 0.00101 -0.73847
H: -1.28734 -1.07824 -0.29872
H: 0.92264 0.80063 1.42865
H: 0.69478 1.90504 -0.13562
H: 0.39699 0.03089 -1.38802
H: 1.06425 -1.02984 -0.12013
H: -3.77778 -0.67555 0.46585

=====

Energies, relative to the best one, in kcal/mol: version A 26.2; version B 0.0.